{
  "formula": "C5H13NO3",
  "method": "ωB97M-V/def2-TZVPD",
  "elements": ["C", "C", "O", "O", "C", "C", "C", "N", "O", "H", "H", "H", "H", "H", "H", "H", "H", "H", "H", "H", "H", "H"],
  "coordinates": [[0.6304, 0.2125, 1.8464], [-0.2061, 1.0574, 0.9094], [0.5690, 2.1358, 0.4174], [-1.2612, 1.6015, 1.6756], [-0.9578, 0.3674, -0.5141], [-0.0151, -0.6483, -1.0149], [-0.0250, -2.0089, -0.3563], [1.2178, -0.2510, -1.5184], [-1.1331, -0.7880, -2.3313], [0.0595, -0.6296, 2.2417], [0.9425, 0.8077, 2.7155], [1.5476, -0.1340, 1.3668], [0.8405, 2.6570, 1.1928], [-1.8867, 2.0205, 1.0658], [-1.0529, 1.2560, -1.1398], [-1.8939, -0.0512, -0.1509], [0.8810, -2.2127, 0.2185], [-0.8864, -2.1370, 0.3039], [-0.1288, -2.7739, -1.1317], [1.2810, 0.7434, -1.7148], [2.0204, -0.5717, -0.9916], [-0.5428, -0.6528, -3.0900]],
  "atomic_forces_ev_per_a": [[-0.09, -0.27, 0.16], [-1.77, 0.13, -1.68], [0.28, 0.04, -0.08], [-0.19, -0.09, 0.23], [2.75, 2.10, 4.88], [-3.03, -0.60, -2.94], [-0.14, -0.33, -0.13], [0.29, 0.36, -0.08], [2.16, -0.83, 0.49], [0.08, -0.02, -0.13], [-0.19, 0.10, -0.23], [-0.20, -0.06, -0.06], [-0.08, -0.17, -0.31], [0.22, -0.08, 0.18], [-0.11, -0.36, -0.06], [0.07, 0.04, -0.35], [-0.01, 0.11, -0.03], [0.12, 0.19, -0.06], [0.19, 0.19, 0.06], [0.03, -0.19, 0.21], [-0.17, -0.06, -0.19], [-0.20, -0.20, 0.11]],
  "homo_ev": -9.0,
  "e_above_lowest_kj_mol": 200.1,
  "orbital_gap_ev": 9.70
}

=====

{
  "formula": "C3H5N3",
  "method": "ωB97M-V/def2-TZVPD",
  "elements": ["N", "C", "C", "C", "N", "N", "H", "H", "H", "H", "H"],
  "coordinates": [[0.6399, -1.8957, 0.1361], [0.0074, -0.7414, -0.1334], [-1.1020, -0.0625, 0.3083], [-0.5508, 1.2435, 0.3069], [0.4407, 1.4446, -0.5721], [1.0323, 0.3805, -1.0743], [0.4780, -2.5719, 0.8734], [1.5166, -1.9234, -0.3508], [-2.1751, -0.2814, 0.4746], [-0.7481, 2.0257, 1.0091], [0.4612, 2.3819, -0.9778]],
  "atomic_forces_ev_per_a": [[0.00, -0.13, -0.89], [1.90, 1.31, -2.39], [1.29, 0.22, 0.01], [-1.08, 1.45, -0.68], [-0.61, 0.28, 1.30], [-2.55, -3.21, 2.51], [-0.31, 0.66, -0.26], [0.25, -0.50, 0.02], [1.29, -0.27, 0.64], [-0.86, 0.66, -0.24], [0.67, -0.48, -0.02]],
  "homo_ev": [-6.9, -6.9],
  "e_above_lowest_kj_mol": 421.8,
  "orbital_gap_ev": [8.03, 8.03]
}

=====

{
  "formula": "C8H11N2",
  "method": "ωB97M-V/def2-TZVPD",
  "elements": ["C", "C", "C", "C", "C", "C", "C", "C", "N", "N", "H", "H", "H", "H", "H", "H", "H", "H", "H", "H", "H"],
  "coordinates": [[-0.6383, -2.2521, -0.4516], [0.1691, -1.8796, 0.3155], [-1.9755, 2.3519, -1.8602], [-2.2632, 1.0897, -1.4825], [-0.0254, 1.2093, -1.6750], [2.3985, -1.2377, 0.9946], [0.4121, -0.6412, 2.4093], [1.0939, -1.3103, 1.1596], [-0.6007, 2.3701, -1.9823], [-1.0742, 0.3937, -1.4392], [-0.9930, -3.1535, -0.7566], [-2.5748, 3.2885, -1.9319], [-3.2485, 0.6220, -1.4848], [3.1102, -0.8781, 1.6933], [1.0013, 0.9498, -1.8268], [2.9330, -1.4060, 0.0301], [0.7704, -1.2522, 3.2122], [0.7917, 0.4016, 2.6158], [-0.6942, -0.7492, 2.3729], [0.0001, 3.1805, -2.2796], [-0.8362, -0.6604, -1.1508]],
  "atomic_forces_ev_per_a": [[-1.68, -0.94, -1.53], [2.76, 1.41, 1.05], [0.44, 1.26, 0.26], [-0.47, -0.88, -0.78], [-3.09, -0.21, -0.77], [1.51, -0.14, -2.45], [0.66, -0.21, -0.42], [-0.69, 2.30, 2.74], [2.18, 2.52, -0.45], [1.79, -1.70, 0.78], [-1.63, -1.85, -1.41], [0.58, -1.22, -0.17], [0.57, 0.02, 0.54], [0.00, 0.56, 1.06], [0.23, -0.11, 0.27], [-0.86, -0.67, 0.69], [-0.08, -0.20, 0.95], [-0.68, -1.08, -0.52], [0.86, 0.42, -0.02], [-1.27, -1.01, 0.52], [-1.13, 1.74, -0.35]],
  "homo_ev": -13.0,
  "e_above_lowest_kj_mol": 300.3,
  "orbital_gap_ev": 9.58,
  "charge": 1
}

=====

{
  "formula": "C17H23ClN3O4P2",
  "method": "ωB97M-V/def2-TZVPD",
  "elements": ["C", "C", "O", "O", "C", "C", "C", "C", "N", "C", "P", "N", "C", "N", "C", "C", "O", "C", "C", "C", "C", "C", "C", "C", "P", "O", "Cl", "H", "H", "H", "H", "H", "H", "H", "H", "H", "H", "H", "H", "H", "H", "H", "H", "H", "H", "H", "H", "H", "H", "H"],
  "coordinates": [[1.9749, -4.4075, -1.7431], [2.7072, -3.1354, -1.3457], [3.2701, -2.4785, -2.1928], [2.8031, -2.7162, -0.0337], [1.5634, -2.5726, 0.6404], [1.2853, -1.0879, 0.9674], [2.5224, -0.3896, 1.5592], [2.5087, 1.1688, 1.4863], [1.3888, 1.7315, 0.7315], [1.5137, 2.1628, -0.5559], [2.9476, 2.2570, -1.7143], [2.8252, 3.6281, -2.4720], [0.3208, 2.6039, -1.0016], [-0.5231, 2.4222, 0.0726], [-1.9268, 2.8477, -0.1447], [-3.0060, 2.0245, 0.5775], [-3.4940, 2.4940, 1.5909], [-3.4905, 0.7101, 0.0621], [-4.4745, 0.0346, 0.7435], [-4.9371, -1.1616, 0.2838], [-4.4350, -1.7053, -0.8840], [-3.4594, -1.0199, -1.5566], [-2.9625, 0.1711, -1.0950], [0.1114, 1.9208, 1.1326], [-0.6450, 1.5963, 2.8325], [0.6664, 1.2285, 3.7441], [-1.7298, -0.1595, 2.7411], [1.2088, -4.6387, -0.9946], [1.4639, -4.2202, -2.6856], [2.6319, -5.2735, -1.8126], [1.5004, -3.1649, 1.5606], [0.7123, -2.9032, 0.0353], [0.5069, -1.1104, 1.7337], [0.9131, -0.6390, 0.0406], [2.5452, -0.6520, 2.6249], [3.4444, -0.8003, 1.1464], [2.6077, 1.6222, 2.4689], [3.4181, 1.4518, 0.9541], [2.8905, 1.2057, -2.6535], [4.1610, 2.2668, -0.9866], [2.7175, 3.4858, -3.4704], [0.0567, 2.9976, -1.9673], [-2.0529, 3.9147, 0.0416], [-2.1108, 2.7218, -1.2156], [-4.8917, 0.4673, 1.6455], [-5.7098, -1.7103, 0.8106], [-4.7956, -2.6422, -1.2888], [-3.0839, -1.4598, -2.4755], [-2.1686, 0.6527, -1.6569], [0.7997, 0.2664, 3.7085]],
  "atomic_forces_ev_per_a": [[-0.83, 0.45, 1.16], [1.08, 0.60, -1.59], [-0.38, -0.42, 0.96], [-0.59, -0.60, -0.45], [-0.96, 0.37, 0.58], [0.72, -0.70, -0.03], [-0.62, 0.12, 0.61], [1.07, -0.75, -0.20], [-0.24, 0.34, 0.48], [1.69, -0.48, -0.97], [0.22, 2.10, -1.33], [-0.29, -0.54, 0.08], [0.24, -0.57, 1.24], [-1.66, 0.88, -1.24], [-0.49, -0.42, -0.47], [-0.75, 0.22, 1.40], [0.50, -0.08, -0.62], [1.10, 1.13, -0.49], [-0.57, 0.48, 1.00], [-0.74, -1.10, 0.00], [-0.22, -0.12, 0.08], [0.55, -0.77, -1.22], [0.33, 0.19, -0.23], [0.65, -1.46, -0.08], [-0.70, 1.66, 1.15], [-0.75, -0.76, -0.97], [0.74, 0.15, -0.27], [0.15, -0.22, -0.15], [0.27, -0.10, -0.06], [0.20, 0.26, -0.07], [0.57, -0.05, -0.14], [0.26, -0.10, -0.09], [-0.26, 0.19, -0.42], [0.06, 0.25, 0.22], [0.15, -0.04, -0.13], [-0.15, 0.24, -0.23], [-0.42, 0.05, -0.11], [-0.26, 0.23, -0.06], [0.13, -0.62, 0.90], [-0.47, -0.81, 0.34], [0.03, 0.24, 0.01], [-0.17, 0.15, 0.15], [0.09, -0.19, 0.53], [0.22, 0.02, 0.11], [0.10, 0.03, -0.05], [0.03, 0.20, 0.11], [-0.08, 0.02, 0.15], [0.11, 0.19, 0.04], [-0.09, 0.06, 0.07], [0.43, 0.09, 0.29]],
  "homo_ev": -11.9,
  "orbital_gap_ev": 8.08,
  "charge": 1
}

=====

no.,F_max (Eh/bohr)
1,0.116
2,0.093
3,0.071
4,0.048